# 1
The following is a DFT calculation (ωB97M-V/def2-TZVPD) of a structure of composition C32H30BrF4I2N4O3Ta.

```
77
Properties=species:S:1:pos:R:3:forces:R:3
H -5.9663 -1.3772 -0.7229 0.0 0.0 0.0
H -0.3527 -2.0241 -3.8237 0.0 0.0 0.0
H -4.3218 -3.1850 -0.2290 0.0 0.0 0.0
C -0.1491 2.3678 0.0320 0.0 0.2 0.0
H 0.2124 0.1984 -4.1954 0.0 0.0 0.0
Ta 0.0191 -0.1599 0.1512 -0.2 -0.7 -0.1
N 1.9812 -0.6175 -0.1553 0.0 0.1 0.1
C 4.3703 -0.4184 0.5966 0.0 -0.3 0.1
C 3.0081 -0.1252 0.6950 0.0 0.3 0.0
Br 1.8723 6.8839 -1.7768 0.0 0.0 0.0
C 0.6345 -3.2428 0.9662 -0.1 0.1 0.0
C 3.6138 1.4503 2.4760 0.1 0.0 0.0
O -0.1532 -0.7355 1.9084 0.1 0.1 -0.1
H -0.3903 -2.2773 6.1492 0.0 0.0 0.0
H -1.7704 6.3792 1.5887 0.0 0.0 0.0
H -2.7566 -2.1293 -3.8472 0.0 0.0 0.0
C 2.6994 0.8256 1.6606 -0.1 0.0 -0.1
C 0.4460 -4.0120 3.3579 0.0 0.0 0.0
O 0.6803 1.6971 -0.6758 -0.1 0.1 0.0
C -4.9169 -1.1483 -0.5943 0.0 0.0 0.0
H -1.9018 -3.8364 -0.1902 0.0 0.0 0.0
H -2.9236 -0.7708 -2.7482 0.0 0.0 0.0
O -0.9608 1.6229 0.7014 0.0 0.0 0.0
H -2.7301 1.4080 -0.5934 0.0 0.0 0.0
H 1.4097 3.9994 -1.3709 0.0 0.0 0.0
C -1.0784 4.4660 0.9188 0.0 0.0 0.0
C -0.2088 6.5658 0.1378 0.0 0.0 0.0
H -0.9059 2.3154 -2.3178 0.0 0.0 0.0
C -4.0063 -2.1546 -0.3244 0.0 0.0 0.0
F 3.1806 2.3508 3.3514 0.0 0.0 0.0
N -2.2223 -0.5707 -0.2573 0.2 -0.1 0.0
H -5.1268 0.9810 -0.8925 0.0 0.0 0.0
C 0.6864 5.9015 -0.6953 0.0 0.0 0.0
H 2.8255 0.1779 -1.9146 0.0 0.0 0.0
C -2.6722 -1.8328 -0.1461 0.0 0.0 0.0
C -0.1776 3.8103 0.0775 0.0 0.0 0.0
C -4.4582 0.1572 -0.6881 0.0 0.0 0.0
C 4.9550 1.1478 2.3577 0.0 0.0 0.0
C -0.1862 -2.4779 5.1066 0.0 0.0 0.0
C -0.9106 -1.6346 -2.9671 0.0 -0.1 0.0
H 3.2692 -1.4885 -1.5959 0.0 0.0 0.0
H -2.0132 1.1389 -3.0247 0.0 0.0 0.0
C -0.0413 -1.7266 2.8382 0.0 -0.1 0.2
H 1.2290 -2.3953 -2.2337 0.0 0.1 0.1
C 2.4466 -0.7807 -1.5441 -0.1 0.1 -0.1
C -1.0856 5.8483 0.9424 0.0 0.0 0.0
C -3.1141 0.4035 -0.5213 0.0 0.0 0.0
H 1.6765 -1.2648 -3.4744 0.0 0.0 0.0
F 4.8246 -1.3721 -0.2271 0.0 0.0 0.0
H 0.5309 -4.3051 0.7365 0.0 0.0 0.0
C -1.6953 -2.8799 0.2936 0.1 0.0 -0.1
C 1.3597 -1.3272 -2.4300 0.1 -0.1 0.0
H -1.0263 2.1482 -4.0497 0.0 0.0 0.0
N -0.2881 -2.4724 0.0525 -0.1 -0.1 0.0
I 0.3710 -5.2753 6.1023 0.0 0.0 0.0
H -2.1971 -0.5511 -4.3480 0.0 0.0 0.0
H 1.0415 1.0881 -2.9299 0.0 0.0 0.0
H 0.7351 -5.0078 3.0466 0.0 0.0 0.0
H -1.0446 -2.4827 -2.2967 0.0 0.0 0.0
C -1.0312 1.5876 -3.1143 0.0 0.0 0.0
H -1.7471 3.8927 1.5463 0.0 0.0 0.0
N 0.0291 -0.6481 -2.2942 -0.1 0.0 0.0
C 0.1928 -3.7497 4.6997 0.0 -0.1 0.0
C 0.3362 -2.9988 2.4203 0.0 0.1 -0.1
H -0.0509 -2.7987 -0.8786 0.1 0.1 0.1
H -0.2151 7.6473 0.1567 0.0 0.0 0.0
F 6.5772 -0.1374 1.2613 0.0 0.0 0.0
C 0.7121 4.5226 -0.7318 0.0 0.0 0.0
C 0.1118 0.5815 -3.1753 0.0 0.0 0.0
H -1.8255 -3.0299 1.3666 0.0 0.0 0.0
C 5.3066 0.2120 1.4079 0.0 0.0 0.0
H 1.6488 -2.9365 0.7185 0.0 0.0 0.0
I -0.8737 0.4563 4.7505 0.0 0.0 0.0
C -0.3092 -1.4582 4.1733 0.0 0.1 -0.1
F 1.3850 1.1904 1.7536 0.2 0.1 0.1
C -2.2728 -1.2183 -3.4922 0.0 0.0 0.0
H 5.6995 1.6120 2.9886 0.0 0.0 0.0
```
Forces are in eV/Å.

Summary:
gap between HOMO and LUMO	6.678	eV
net charge	+2
HOMO energy	-13.183	eV
largest force on an atom	0.69	eV Å⁻¹
relative energy (zero: lowest compared OMol25 entry of this formula, charge and spin)	0.0	kcal/mol
LUMO	-6.51	eV
2S+1	1

Mulliken atomic charge list, values in e, 8 entries: 0.484, 0.680, 0.584, 0.498, 0.720, 1.735, 1.625, 0.081



# 2
The following is a DFT calculation (ωB97M-V/def2-TZVPD) of a structure of composition C32H30CaCl5N6O7S3.

```
84
Properties=species:S:1:pos:R:3:forces:R:3
C 2.4849 -3.1110 4.4627 0.1 1.5 0.2
C 1.1591 3.7636 1.9142 0.2 0.2 -0.8
O -0.0192 1.9400 0.0019 0.3 0.7 -0.3
H -3.9680 0.1995 -1.7109 0.2 0.2 -0.1
H -3.3883 -1.8602 2.3529 -0.1 0.2 -0.4
C -3.2503 0.9774 -1.4217 0.4 -0.1 -0.5
N 0.9636 -3.5800 -5.4023 -0.6 0.3 -2.8
Cl 3.9102 -0.7548 4.7231 0.4 0.1 0.2
O -0.0822 -2.8896 -5.5410 2.4 -1.8 -0.7
C 1.1325 -1.9635 -0.7995 -1.8 0.5 0.1
H 1.1116 3.2441 -3.4545 -0.3 -0.3 -0.3
O 1.6733 -4.1108 -6.2967 -2.2 1.4 0.9
H -4.1101 -2.7028 1.0075 -0.2 0.0 -0.1
S -1.5106 4.5944 -1.4234 0.4 0.2 -1.0
C 2.6727 1.3740 -0.6066 -0.8 1.3 -0.6
H -1.0015 1.5992 3.2934 -0.5 -1.0 -0.1
C -3.4888 -1.8325 1.2505 -0.2 -0.4 1.0
C 0.6019 -3.3792 3.0388 0.7 2.2 0.7
C 2.4148 -4.7562 -3.8628 -1.2 0.7 -0.4
C 1.4537 -3.9423 3.9786 0.4 1.0 0.2
N -2.1617 -1.9313 0.6952 -0.6 0.1 0.9
H -4.4889 -0.7323 -0.2697 0.2 0.3 0.7
Cl -0.4656 -4.5422 2.2909 -0.6 0.5 -0.6
C 0.6915 2.9966 -0.5434 -1.5 0.2 1.0
C 2.0341 2.5402 -0.9817 1.9 -0.3 -0.1
C 2.3950 -3.9475 -1.5091 -1.1 -0.8 -2.0
N -1.4997 0.7036 3.1080 -0.1 0.4 0.9
H 2.2416 0.6452 0.0744 0.1 0.1 -0.4
H 2.7615 -5.4825 -4.6188 -0.3 0.8 0.6
H -2.2254 -1.9838 -0.2958 0.3 -0.1 -0.9
C 2.6193 -1.7080 4.1533 -1.5 -1.8 -0.5
C -0.0817 3.6407 -1.7343 -0.2 0.3 -0.5
C -3.6465 1.5880 -0.1020 0.3 0.2 0.7
C 0.9114 4.0504 0.5859 0.0 -0.1 0.2
Cl 1.5956 0.5628 2.9956 0.3 -0.3 0.2
H -3.6468 2.4354 2.2210 -0.2 -1.0 -0.5
H -1.6223 -0.2737 -2.0464 -0.5 1.2 1.1
O 2.0097 -1.5672 -0.0206 -0.3 -0.5 -0.6
H -1.1989 1.1373 -1.1650 -0.3 -0.2 -0.4
H -3.3229 1.7593 -2.1834 0.0 0.1 -0.1
N -1.9144 0.3988 -1.2924 0.2 -0.5 -1.1
C 0.8427 -2.9705 -3.1109 1.4 -0.9 -0.8
C -1.6236 5.0802 -3.1074 -0.8 -0.3 1.2
H 1.6625 7.0508 2.2694 -0.1 -0.6 -0.3
H -4.6952 1.9351 -0.1230 0.1 0.1 -0.2
H -1.7268 -2.7708 1.0521 0.3 0.0 -0.2
C 1.5840 -1.1793 3.3720 0.4 -1.1 0.1
C 2.7776 -4.8560 -2.5406 -0.6 1.3 1.3
H -3.0743 1.6027 4.2651 0.1 0.1 0.0
Cl 1.1463 -5.5336 4.6299 0.6 0.3 0.0
H 4.4498 0.3022 -1.0600 0.6 -0.1 -0.3
C -2.9399 0.8545 3.4793 0.2 -0.6 0.0
H 2.7143 -4.1186 -0.4785 0.1 0.5 -0.5
H 1.1131 2.7478 2.2766 0.0 0.2 -0.1
O 4.0274 -6.6802 -3.1400 -1.0 1.4 2.8
O -0.0921 -1.5921 -0.8354 1.1 0.2 0.0
H -0.9928 -0.0457 3.6177 -0.6 0.7 -0.2
C 3.9440 1.2336 -1.2272 -0.2 0.5 0.2
C 1.4449 -3.7611 -4.1050 0.2 -0.6 2.0
H -2.9905 2.4533 0.1332 -0.4 -0.4 -0.3
C 1.4028 -2.9938 -1.8677 2.5 -0.6 2.2
C -4.2273 -0.5882 0.7969 -0.3 -0.3 0.5
S 1.0361 5.7546 0.2305 0.4 -0.7 2.4
N 3.6129 -5.9392 -2.1882 3.2 -2.5 0.5
C 1.5487 4.9018 2.7055 -0.4 -0.1 -0.8
C -0.7335 4.4250 -3.8861 0.3 -0.1 1.2
H -3.4226 -0.0604 3.9204 1.0 0.4 -0.6
H 5.1769 2.4246 -2.6306 -0.3 0.1 0.6
C 0.6118 -1.9619 2.8168 -1.2 -1.6 -1.0
C 1.4431 6.0238 1.9416 0.6 1.3 -0.4
Cl 3.5585 -3.6745 5.6642 0.5 -0.7 0.5
H 0.0386 -2.3362 -3.3779 -0.4 0.6 0.0
C -3.7835 1.3236 2.2735 0.5 -0.3 0.7
H -4.8054 1.0759 2.5994 -0.2 0.5 -0.4
H -2.3915 5.8093 -3.3370 0.1 -0.3 -0.3
C 4.3255 2.3355 -1.9484 0.2 -0.6 -0.2
H -0.7268 4.4937 -4.9463 0.3 0.2 -0.6
H -5.1846 -0.5632 1.3701 0.3 0.1 -0.4
O 3.9756 -6.0464 -0.9879 -0.9 -0.2 -2.9
N -3.4460 0.6369 1.0110 -0.7 0.8 0.0
Ca -0.5566 0.0014 0.8508 -0.2 -0.9 0.2
C 0.1757 3.6444 -3.0906 0.2 0.1 0.7
S 3.1357 3.5863 -1.9013 -0.3 -1.3 0.3
H 1.9204 4.8753 3.7484 -0.5 0.0 -0.8
```
Forces are in eV/Å.

Summary:
gap between HOMO and LUMO	6.236	eV
net charge	-1
HOMO energy	-5.527	eV
largest force on an atom	4.08	eV Å⁻¹
relative energy (zero: lowest compared OMol25 entry of this formula, charge and spin)	30.4	kcal/mol
LUMO	0.71	eV
2S+1	1

Mulliken atomic charge list, values in e, 8 entries: 0.712, 0.519, -0.753, 0.478, 0.305, -1.200, 0.944, -0.220



# 3
The following is a DFT calculation (ωB97M-V/def2-TZVPD) of a structure of composition C32H30ClEuN3O5SSe2.

```
75
Properties=species:S:1:pos:R:3:forces:R:3
H 7.4842 11.8181 8.5306 -0.6 0.7 0.3
C 11.5044 16.9914 10.1728 0.9 0.5 -1.1
H 13.9664 6.8588 8.2951 0.1 -0.4 -0.4
H 8.4532 15.2909 6.6597 -0.5 0.1 -0.6
H 8.0492 13.6354 13.7142 0.6 -0.2 0.8
S 14.2969 14.5196 13.8592 -0.2 0.8 -0.8
H 12.8685 9.9552 11.9853 -0.1 0.3 0.4
C 13.1036 9.0553 5.9419 3.7 -1.0 -1.7
C 7.5855 13.9957 12.8306 0.7 0.3 -1.1
C 13.0674 10.0874 6.9461 -1.3 -0.4 -0.3
H 10.0476 15.4452 9.7835 0.5 0.2 0.7
C 15.7155 15.1528 9.5581 1.1 -0.7 0.9
C 12.1141 8.4589 10.6015 0.0 -0.3 0.8
C 9.8554 7.3646 11.3895 0.0 -0.7 -0.6
H 11.7241 6.8659 9.1288 -0.5 -0.1 0.3
O 10.0973 9.1311 7.1983 1.5 1.0 -0.2
H 6.5578 14.1680 13.0519 -0.8 0.0 -0.2
Cl 15.7365 10.9579 6.8063 -0.3 -0.2 -0.1
O 14.1949 8.9217 5.3286 -2.7 -0.2 0.9
H 13.2118 18.2218 10.6274 0.1 -0.4 0.0
H 15.3093 11.8044 10.1992 0.2 1.0 -0.2
O 9.9864 10.5725 8.8877 0.2 0.2 -0.3
H 6.0338 13.2925 10.0271 -1.0 0.1 1.0
H 14.8711 16.1831 8.0126 -0.5 1.9 -1.4
O 10.3506 9.6267 11.5982 -0.5 1.5 0.6
C 14.4152 12.9070 8.6566 -1.2 1.3 -0.4
C 10.5892 10.0671 7.9022 -1.7 -1.2 1.1
C 10.9418 15.7494 10.3541 -0.7 0.6 -0.4
H 16.4131 13.7208 11.1877 0.3 0.8 -0.4
C 13.1185 9.2843 11.1925 -1.5 -1.7 -1.5
H 8.0818 14.8988 12.4732 -0.1 0.0 0.3
C 14.1724 14.1274 8.0338 1.0 0.7 0.4
H 15.1546 9.7643 11.2208 -0.1 -0.4 -0.5
H 11.2141 8.7196 6.3423 0.6 -1.1 -0.5
O 12.0787 8.2831 5.8152 -1.7 0.6 0.3
N 12.3716 11.5482 8.4461 0.0 1.9 2.0
H 14.2674 16.4538 11.9849 0.6 0.0 0.6
C 13.8855 12.0765 13.4339 0.5 -0.9 0.2
C 13.2801 16.3085 11.6282 0.0 0.6 -1.0
C 7.0902 13.4458 9.9966 -1.0 2.2 -0.8
N 13.6718 11.7866 8.2187 0.0 -1.9 -1.8
C 13.7166 7.4856 9.1225 1.0 0.6 0.2
Se 9.2079 13.4012 8.1708 0.6 -0.1 -0.9
H 13.9181 10.9940 13.4972 0.5 0.0 0.6
C 12.4452 7.4849 9.6334 -0.2 1.3 0.2
H 10.0839 15.4551 7.2719 0.4 0.4 -0.1
C 14.6964 8.3375 9.6553 0.2 -1.1 -0.6
H 10.3464 6.3779 11.5392 0.1 0.9 0.3
C 13.0053 12.6174 12.4719 0.5 2.4 0.3
N 11.4584 14.8709 11.1873 -0.4 -1.7 -0.2
H 9.1661 7.6365 12.1993 -0.1 -0.4 -0.5
H 13.5301 14.1936 7.1956 -0.7 -0.1 -0.7
C 12.7442 17.2484 10.7817 -1.1 0.6 0.1
Eu 11.1308 11.9874 10.7768 -0.5 0.2 -0.5
H 9.3765 7.2261 10.4040 -0.5 0.2 0.4
H 15.3593 12.6957 14.9576 0.2 -0.2 0.3
C 12.6219 15.1018 11.7853 0.2 -0.9 0.9
H 7.2515 14.5822 9.9580 -0.1 -1.5 0.4
C 7.3769 12.9250 8.6307 2.7 -1.5 0.2
H 15.7139 8.3202 9.2837 -0.1 -0.1 -0.2
H 16.3346 16.0052 9.8336 -0.4 0.0 0.2
Se 7.9428 12.6340 11.4908 0.0 -0.6 0.4
C 14.0913 10.8911 7.2615 1.9 1.7 1.2
H 6.7016 13.2907 7.9056 -0.7 0.4 -0.8
C 13.2083 14.0123 12.6014 -1.0 0.0 -0.6
C 14.4018 9.1431 10.7120 0.5 1.7 1.3
H 8.7025 15.9040 8.3551 0.2 -0.2 -0.9
C 15.9002 13.9345 10.2473 -0.9 -0.6 -0.7
C 14.6585 12.9422 14.1874 -0.3 -1.8 0.2
C 10.7282 8.5573 11.1933 1.5 -0.9 -0.1
C 9.0619 15.2453 7.5317 -0.3 -0.2 1.6
C 15.2531 12.8105 9.7230 0.3 -1.0 1.5
C 14.8777 15.2589 8.4557 0.3 -2.7 1.5
H 11.1461 17.6568 9.3767 -0.1 -0.2 0.6
C 11.9916 10.5291 7.7363 0.4 0.0 -0.7
```
Forces are in eV/Å.

Summary:
gap between HOMO and LUMO (alpha / beta)	7.153 / 7.765	eV
net charge	0
HOMO energy (alpha / beta)	-7.197 / -7.805	eV
largest force on an atom	4.22	eV Å⁻¹
relative energy (zero: lowest compared OMol25 entry of this formula, charge and spin)	19.4	kcal/mol
LUMO (alpha / beta)	-0.04 / -0.04	eV
2S+1	8

Mulliken atomic charge list, values in e, 8 entries: 0.292, -0.717, 0.388, 0.390, 0.346, -0.190, 0.955, 0.506